--- P ---
111
Properties=species:S:1:pos:R:3 method="wB97M-V/def2-TZVPD" multiplicity=1 homo_ev=-9.6 lumo_energy_ha=0.0191 mol_weight_g_mol=562.87 smiles=CC(C)O.CC(C)O.CC(C)O.CC(C)O.CC(C)O.CC(C)O.CC(C)O.CC(C)O.CO.CO.O
O 0.865 0.184 4.152
O -3.132 -3.419 -4.079
O 4.178 1.801 2.461
O -0.231 3.763 1.986
O -3.422 2.432 -1.587
O -1.136 -0.212 2.382
O -1.073 1.847 0.189
O 4.915 -2.083 -1.541
O 2.191 -4.857 1.216
O 4.357 0.558 -0.204
O -3.606 -0.864 -4.876
C -0.762 3.530 3.277
C -2.197 3.124 3.164
C 4.117 -4.347 -1.844
C -0.105 1.104 -0.508
C 1.214 1.135 0.367
C 3.759 -2.885 -1.541
C 2.797 -2.386 -2.633
C -2.575 -3.914 -2.906
C -0.145 -4.956 1.534
C -1.062 -3.598 -2.921
C 1.121 -2.803 1.872
C 4.853 1.495 -1.161
C -3.549 4.811 -1.150
C -2.330 -0.665 2.993
C 3.341 2.770 3.000
C -3.274 -3.259 -1.737
C 3.695 2.417 -1.584
C -3.991 -0.210 -3.666
C -0.642 -0.274 -0.907
C 6.117 2.250 -0.628
C -3.270 3.706 -3.481
C -2.073 -2.002 3.591
C -2.930 3.683 -1.993
C -0.579 4.823 4.103
C 1.018 -4.086 1.103
C -3.402 -0.687 1.901
H 3.205 2.536 4.056
H 0.228 -0.057 3.480
H -1.012 -0.842 -0.053
H 0.028 -5.400 2.514
H -2.611 2.935 4.154
H 4.505 1.023 0.622
H 0.836 -3.757 0.079
H 0.333 0.484 4.890
H 3.193 -2.543 -3.636
H -3.552 -1.800 -4.668
H -0.315 -5.774 0.834
H 4.751 -4.366 -2.730
H 0.212 -2.204 1.827
H -0.854 -2.582 -3.259
H 0.455 5.151 4.001
H 6.501 2.992 -1.328
H 1.945 -2.127 1.643
H 3.883 3.175 -2.344
H 0.137 1.567 -1.465
H 4.538 -4.692 -0.899
H -1.503 -0.336 -1.572
H 3.322 2.944 -0.706
H -3.187 -0.060 -2.947
H 3.268 -5.002 -2.038
H -4.798 -0.796 -3.226
H -2.690 -3.884 -4.793
H -4.639 4.779 -1.130
H 1.846 -2.910 -2.535
H -3.258 -1.499 1.189
H 5.058 2.034 2.764
H -4.422 0.769 -3.878
H -0.778 4.592 5.149
H 2.845 1.874 -1.997
H 6.133 2.809 0.308
H -4.348 2.380 -1.835
H -0.562 -3.723 -1.961
H 6.999 1.610 -0.634
H -0.419 3.032 1.393
H 1.151 -3.082 2.925
H 0.058 -0.857 -1.505
H -1.092 -4.419 1.587
H -2.733 -4.993 -2.906
H 2.728 -1.303 -2.528
H -2.751 3.959 2.737
H -3.232 5.807 -1.461
H 1.935 0.453 -0.084
H -1.275 5.636 3.895
H -2.785 -3.598 -0.823
H 4.615 -1.323 -1.035
H -4.350 -3.429 -1.769
H 2.853 -4.234 1.525
H -2.408 2.279 2.509
H 3.861 3.722 2.895
H 3.284 -2.796 -0.564
H 2.390 2.873 2.478
H -3.137 -2.181 -1.815
H -4.393 -0.554 2.336
H -2.001 -2.669 2.732
H -3.152 4.708 -3.894
H -3.311 0.183 1.250
H -2.929 -2.271 4.209
H -2.544 0.093 3.747
H 5.113 0.903 -2.039
H -1.810 2.054 -0.390
H 1.593 2.157 0.396
H -0.176 2.725 3.719
H 1.020 0.787 1.381
H -2.521 3.046 -3.918
H -3.161 4.726 -0.136
H -1.391 0.527 1.823
H -0.477 -4.271 -3.548
H -4.284 3.375 -3.707
H -1.854 3.723 -1.821
H -1.155 -2.015 4.179



--- Q ---
111
Properties=species:S:1:pos:R:3 method="wB97M-V/def2-TZVPD" multiplicity=1 homo_ev=-9.5 lumo_energy_ha=0.0139 mol_weight_g_mol=562.87 smiles=CC(C)O.CC(C)O.CC(C)O.CC(C)O.CC(C)O.CC(C)O.CCO.CCO.CCO.CCO.O
O 5.088 -17.971 16.907
O 6.073 -16.180 18.995
O 8.518 -16.133 20.781
O 7.009 -18.244 14.198
O 11.129 -21.183 16.978
O 7.222 -23.899 24.084
O 2.616 -18.014 18.883
O 3.885 -20.702 18.361
O 2.796 -19.289 21.553
O 6.609 -17.293 26.193
O 5.204 -18.816 20.398
C 9.571 -13.927 20.558
C 12.609 -22.090 18.643
C 9.752 -15.423 20.469
C 4.387 -22.604 17.048
C 7.394 -18.407 24.188
C 7.469 -19.090 19.455
C 8.305 -19.347 15.920
C 7.789 -17.667 25.451
C 3.675 -18.950 15.269
C 1.433 -21.131 22.399
C 10.139 -21.900 19.024
C 2.540 -20.693 21.448
C 5.382 -22.464 23.489
C 6.397 -13.949 18.106
C 4.926 -21.581 18.028
C 5.449 -22.283 19.281
C 10.230 -15.908 19.130
C 5.565 -14.827 19.045
C 8.117 -19.136 14.418
C 4.979 -24.906 24.066
C 6.598 -18.897 20.698
C 5.819 -23.656 24.301
C 4.026 -17.671 16.007
C 11.355 -21.273 18.391
C 8.618 -16.420 25.215
C 4.091 -14.889 18.700
H 6.910 -17.787 23.434
H 9.543 -15.616 18.330
H 2.210 -18.171 19.748
H 8.761 -13.679 21.241
H 6.721 -19.743 21.375
H 3.330 -19.699 15.992
H 4.638 -22.822 19.780
H 4.309 -16.898 15.276
H 8.991 -18.638 14.000
H 7.444 -20.131 19.132
H 6.616 -19.132 24.460
H 7.383 -24.839 24.208
H 0.751 -20.306 22.607
H 11.192 -15.447 18.898
H 2.286 -20.954 20.415
H 0.782 -21.839 21.874
H 6.077 -21.635 23.649
H 9.251 -13.562 19.577
H 10.481 -15.781 21.208
H 10.219 -22.977 19.188
H 5.884 -21.564 19.982
H 3.759 -19.209 21.573
H 2.770 -18.764 14.683
H 5.113 -17.228 17.523
H 8.195 -19.015 23.763
H 11.476 -20.257 18.784
H 5.656 -14.486 20.080
H 6.433 -18.365 14.962
H 3.535 -23.118 17.502
H 13.463 -21.569 18.187
H 5.428 -22.680 22.418
H 3.123 -17.291 16.498
H 5.799 -21.125 17.534
H 7.140 -13.413 18.713
H 5.475 -25.546 23.328
H 6.937 -14.535 17.370
H 1.819 -21.577 23.311
H 5.758 -23.382 25.364
H 4.259 -19.942 18.825
H 6.956 -17.987 21.182
H 5.830 -13.129 17.662
H 8.218 -15.849 24.369
H 12.536 -23.023 18.080
H 8.371 -18.348 26.082
H 6.519 -17.937 26.898
H 4.841 -25.504 24.966
H 9.653 -16.674 24.986
H 10.509 -13.440 20.813
H 2.326 -18.753 18.339
H 11.907 -20.805 16.557
H 9.192 -21.703 18.528
H 6.219 -23.035 19.081
H 3.706 -13.866 18.658
H 5.028 -17.920 20.076
H 4.486 -19.388 14.693
H 8.446 -18.618 19.526
H 7.557 -20.008 16.342
H 8.552 -15.766 26.081
H 6.992 -18.559 18.619
H 10.052 -21.490 20.038
H 3.543 -15.480 19.432
H 3.868 -15.299 17.710
H 9.312 -19.753 16.064
H 3.997 -24.663 23.661
H 8.391 -18.338 16.328
H 12.865 -22.296 19.679
H 6.887 -16.220 19.517
H 3.470 -21.235 21.640
H 4.394 -22.141 23.811
H 7.947 -20.085 13.901
H 10.331 -16.992 19.116
H 5.173 -23.316 16.799
H 4.019 -22.138 16.133
H 8.365 -15.980 21.719



Which structure wins on stability? Q wins.



--- P ---
19
Properties=species:S:1:pos:R:3 method="wB97M-V/def2-TZVPD" multiplicity=1 homo_ev=-13.5 lumo_energy_ha=-0.1451 mol_weight_g_mol=111.17 charge=+1 smiles="C=CN1CC[NH+]=C1C"
N -0.167 -1.060 1.559
N 0.179 -0.015 -0.297
C 1.467 0.858 1.591
C -1.261 -1.495 0.701
C 0.485 -0.002 0.997
C -0.382 1.372 -2.294
C 0.474 0.965 -1.305
C -0.806 -0.914 -0.639
H 0.223 -1.621 2.276
H 1.235 1.973 1.197
H 1.495 1.350 -1.343
H -2.247 -1.100 1.015
H -0.426 -1.712 -1.292
H 2.423 0.615 1.187
H -1.579 -0.426 -1.144
H 1.605 0.903 2.666
H -1.300 -2.584 0.673
H -1.378 0.949 -2.397
H -0.040 1.945 -3.151



--- Q ---
19
Properties=species:S:1:pos:R:3 method="wB97M-V/def2-TZVPD" multiplicity=1 homo_ev=-13.3 lumo_energy_ha=-0.1536 mol_weight_g_mol=111.17 charge=+1
N -2.654 -2.126 0.180
N 1.900 -0.128 -2.105
C -0.864 1.732 -0.529
C 2.227 0.637 0.272
C -0.446 0.601 0.366
C 0.851 0.373 0.703
C 2.048 0.205 -0.981
C 1.876 -0.376 1.358
H -2.782 -2.817 0.965
H -1.189 0.079 0.947
H -1.723 2.273 -0.005
H -0.125 2.349 -0.894
H 1.915 -1.373 1.245
H -1.339 1.262 -1.351
H 2.308 0.066 2.262
H 2.923 1.499 0.566
H -3.198 -1.250 0.458
H -3.222 -2.654 -0.515
H 1.495 -0.351 -2.938



Which structure wins on stability? P wins.



--- P ---
19
Properties=species:S:1:pos:R:3 method="wB97M-V/def2-TZVPD" multiplicity=1 homo_ev=-13.3 lumo_energy_ha=-0.2123 mol_weight_g_mol=111.17 charge=+1
N 1.165 -0.958 -1.570
N 1.277 0.010 -0.968
C 0.982 1.283 1.643
C -0.252 -0.934 1.637
C 0.000 0.364 0.985
C -1.277 1.348 -1.079
C -0.030 -1.517 -2.089
C -0.359 0.872 -0.275
H 1.262 2.160 1.012
H 1.903 0.827 2.092
H -0.496 -0.701 -2.623
H 0.508 -0.996 2.445
H -1.307 1.725 -2.072
H -2.275 1.573 -0.563
H -0.588 -1.825 -1.192
H 0.037 -1.784 0.978
H 0.292 1.780 2.344
H -1.154 -1.021 2.096
H 0.311 -2.207 -2.799



--- Q ---
19
Properties=species:S:1:pos:R:3 method="wB97M-V/def2-TZVPD" multiplicity=1 homo_ev=-14.1 lumo_energy_ha=-0.1423 mol_weight_g_mol=111.17 charge=+1 smiles="C[C@@H]1CN1[N+]1=C[C@H]1C"
N 0.434 -0.902 -0.239
N -0.819 -1.052 -0.292
C 2.406 0.616 -0.757
C -1.919 -1.589 -0.076
C -2.101 -0.263 -0.665
C 1.420 -1.290 0.745
C 1.326 0.113 0.169
C -2.324 0.939 0.095
H -2.244 -2.366 0.491
H -2.182 -0.175 -1.676
H 0.967 1.024 0.755
H 3.127 -0.213 -1.095
H -3.039 1.549 -0.513
H -2.608 0.878 1.152
H 1.873 1.034 -1.602
H -1.336 1.587 0.192
H 1.241 -1.436 1.749
H 2.213 -2.106 0.454
H 2.956 1.427 -0.190



Which structure wins on stability? P wins.



--- P ---
17
Properties=species:S:1:pos:R:3 method="wB97M-V/def2-TZVPD" multiplicity=1 homo_ev=-9.9 lumo_energy_ha=0.0306 mol_weight_g_mol=89.14 smiles="CC(N)=O.CC"
O -1.162 -1.122 -1.746
N -1.784 -0.693 0.371
C -1.168 -1.446 -0.575
C 1.804 2.485 -0.177
C -0.559 -2.734 -0.098
C 0.681 1.547 0.281
H -0.318 1.973 0.241
H 0.504 -2.748 -0.311
H -0.967 -3.582 -0.650
H -1.818 -0.940 1.342
H 2.201 2.133 -1.127
H 2.599 2.555 0.562
H -0.690 -2.947 0.964
H 1.441 3.513 -0.261
H -2.245 0.153 0.084
H 0.765 1.260 1.334
H 0.716 0.594 -0.234



--- Q ---
17
Properties=species:S:1:pos:R:3 method="wB97M-V/def2-TZVPD" multiplicity=1 homo_ev=-8.1 lumo_energy_ha=0.0229 mol_weight_g_mol=89.14 smiles="C=CO.CCN"
O -2.230 -0.449 -0.814
N 1.583 0.405 -1.374
C -1.721 -0.242 0.433
C -2.073 0.835 1.188
C 1.872 -0.535 -0.336
C 2.198 0.125 1.016
H -2.667 0.807 2.093
H 2.734 -1.120 -0.639
H 2.282 -0.614 1.831
H 3.160 0.626 1.005
H -2.029 -1.369 -1.018
H 0.979 1.176 -1.155
H -2.077 1.810 0.707
H 1.420 0.023 -2.289
H 1.065 -1.247 -0.109
H 1.361 0.725 1.365
H -1.033 -0.999 0.818



Which structure wins on stability? P wins.



--- P ---
17
Properties=species:S:1:pos:R:3 method="wB97M-V/def2-TZVPD" multiplicity=1 homo_ev=-10.0 lumo_energy_ha=0.0384 mol_weight_g_mol=89.14 smiles="C=NCCC.O"
O 0.721 1.576 2.308
N -0.204 0.855 -0.565
C -1.424 1.137 -0.468
C 0.241 -0.208 -1.462
C 0.815 -1.348 -0.627
C -0.220 -1.900 0.359
H 0.566 0.636 2.281
H -0.965 -2.461 -0.203
H -0.579 -0.499 -2.174
H -2.267 1.047 -1.146
H 1.214 -2.192 -1.198
H -0.734 -1.121 0.901
H 0.925 0.177 -2.212
H 1.632 -0.935 -0.011
H 0.281 -2.569 1.059
H 0.731 1.791 1.363
H -1.718 1.857 0.327



--- Q ---
17
Properties=species:S:1:pos:R:3 method="wB97M-V/def2-TZVPD" multiplicity=1 homo_ev=-8.9 lumo_energy_ha=0.0389 mol_weight_g_mol=89.14 smiles=CNC[C@H](C)O
O 1.965 -0.428 0.471
N -0.561 1.421 -0.166
C 0.892 -0.605 -0.492
C -1.626 2.057 0.682
C 0.782 -2.121 -0.676
C -0.444 0.040 -0.007
H 1.762 -2.448 -0.192
H -1.281 -0.412 -0.434
H -1.138 2.554 1.569
H 0.651 -2.410 -1.702
H -0.427 -0.301 1.007
H 0.251 1.942 0.265
H 1.112 -0.186 -1.454
H 2.648 -0.670 -0.073
H -0.053 -2.414 0.008
H -2.339 2.766 0.148
H -2.194 1.214 1.047



Which structure wins on stability? P wins.



--- P ---
6
Properties=species:S:1:pos:R:3 method="wB97M-V/def2-TZVPD" multiplicity=1 homo_ev=-7.6 lumo_energy_ha=-0.0126 mol_weight_g_mol=92.46
Cl -1.439 -1.104 0.013
P -2.457 0.808 -0.007
C -0.347 0.304 0.059
C 1.003 0.053 -0.019
H 1.749 0.896 -0.246
H 1.492 -0.957 0.199



--- Q ---
6
Properties=species:S:1:pos:R:3 method="wB97M-V/def2-TZVPD" multiplicity=1 homo_ev="-8.7 / -8.6" lumo_energy_ha="-0.0532 / -0.0515" mol_weight_g_mol=92.46
Cl -0.373 -0.858 -0.346
P -3.082 0.382 0.139
C 1.144 -0.466 0.128
C 2.255 -0.157 0.457
H 3.223 0.124 0.748
H -3.167 0.974 -1.126



--- R ---
6
Properties=species:S:1:pos:R:3 method="wB97M-V/def2-TZVPD" multiplicity=1 homo_ev="-9.2 / -9.3" lumo_energy_ha="-0.0717 / -0.0720" mol_weight_g_mol=92.46
Cl -2.225 -0.440 0.001
P 3.105 -0.191 0.004
C 0.390 -0.118 -0.072
C -0.797 0.495 0.008
H 0.367 -1.250 -0.009
H -0.839 1.504 0.068



Which structure wins on stability? P wins.



--- P ---
23
Properties=species:S:1:pos:R:3 method="wB97M-V/def2-TZVPD" multiplicity=1 homo_ev=-9.8 lumo_energy_ha=0.0289 mol_weight_g_mol=117.19 smiles="CCC(N)=O.CCC"
O 0.538 3.425 0.948
N 1.457 1.332 0.592
C 0.117 2.291 -1.146
C 1.062 2.266 -2.359
C 0.158 -1.953 1.511
C -2.171 -2.722 0.847
C -0.798 -2.177 0.347
C 0.753 2.509 0.205
H -0.530 1.421 -1.048
H 1.942 1.161 1.464
H -2.491 -2.142 1.708
H 1.706 3.134 -2.406
H 0.800 -1.067 1.453
H -1.969 -3.717 1.245
H -2.875 -2.628 0.032
H 1.667 1.367 -2.228
H -0.625 3.099 -1.243
H -0.985 -1.174 -0.067
H -0.240 -2.068 2.514
H 0.431 2.345 -3.243
H -0.477 -2.765 -0.511
H 1.015 -2.640 1.578
H 1.514 0.706 -0.193



--- Q ---
23
Properties=species:S:1:pos:R:3 method="wB97M-V/def2-TZVPD" multiplicity=1 homo_ev=-8.5 lumo_energy_ha=0.0353 mol_weight_g_mol=117.19 smiles=CCNCC[C@H](C)O
O 0.403 -2.564 -1.557
N -0.266 0.489 1.303
C -0.428 1.558 2.327
C -0.974 -0.829 -0.602
C -1.033 0.556 -0.020
C 0.398 -1.136 -1.265
C 0.993 2.140 2.510
C 0.643 -0.410 -2.589
H 0.187 0.535 -2.654
H -1.121 1.176 3.128
H 0.665 0.322 1.075
H 0.202 -1.047 -3.497
H 1.332 2.552 1.576
H 0.887 2.913 3.221
H 1.745 1.393 2.944
H -1.156 -1.587 0.087
H -2.129 0.839 0.148
H -0.609 1.353 -0.721
H 1.217 -0.817 -0.567
H -1.117 2.477 1.889
H 1.150 -3.021 -1.239
H 1.658 -0.275 -2.890
H -1.863 -0.996 -1.329



Which structure wins on stability? P wins.



--- P ---
25
Properties=species:S:1:pos:R:3 method="wB97M-V/def2-TZVPD" multiplicity=1 homo_ev=-9.3 lumo_energy_ha=0.0095 mol_weight_g_mol=246.27 smiles="CC(C)N(N(C)C(=O)F)[P@@](O)(=S)S"
S 0.809 -1.119 2.436
S -1.452 1.439 2.730
P 0.003 0.660 1.607
F -0.314 2.315 -1.573
O 1.764 2.311 -2.256
O 1.323 1.591 1.602
N 1.019 0.694 -0.886
N -0.067 0.409 -0.009
C 2.263 0.086 -0.715
C -1.000 -0.453 -0.679
C -2.403 -0.365 -0.065
C 0.921 1.793 -1.622
C -0.631 -1.973 -0.614
H -2.909 0.640 -0.243
H -0.151 -1.216 3.247
H 1.129 2.457 2.160
H 2.846 0.522 0.037
H -2.443 -0.669 0.971
H 0.411 -2.044 -0.237
H -0.782 -2.523 -1.453
H -0.914 -0.232 -1.796
H -1.258 -2.358 0.162
H 2.827 0.152 -1.764
H -3.022 -1.105 -0.676
H 2.031 -1.012 -0.366



--- Q ---
25
Properties=species:S:1:pos:R:3 method="wB97M-V/def2-TZVPD" multiplicity=1 homo_ev=-8.7 lumo_energy_ha=0.0005 mol_weight_g_mol=246.27 smiles="CN(N=P(O)(S)S)C(=O)F.C=CC"
S -1.299 -2.670 -1.410
S 0.392 -2.809 1.398
P -1.154 -1.600 0.495
F -1.834 0.461 -1.516
O -2.554 2.362 -0.715
O -2.577 -1.774 1.321
N -0.536 -0.197 0.477
N -1.327 0.928 0.582
C 1.715 -0.010 -1.052
C -1.945 1.390 -0.513
C 2.518 -0.997 -0.650
C -1.140 1.709 1.762
C 2.080 1.432 -0.865
H 1.244 2.063 -1.109
H 2.825 1.596 -1.598
H 1.253 -2.159 0.801
H 2.704 1.776 0.062
H -0.136 1.957 1.965
H -0.652 -1.636 -2.112
H 0.885 -0.209 -1.697
H -1.632 2.729 1.466
H -2.884 -2.705 1.327
H -1.537 1.183 2.684
H 3.454 -0.872 -0.192
H 2.136 -1.948 -0.908



Which structure wins on stability? P wins.